This record from the Open Molecules 2025 dataset describes a 3-piece molecular cluster, C13H24BClN2O6PS2 overall at a distorted geometry. The level of theory is ωB97M-V/def2-TZVPD.

Each line ends with the natural charge from an NBO analysis.
Cartesian coordinates (Å):
C (4.00144, 0.79157, 1.40574)  -1.025
B (2.76954, 0.86502, 0.27036)  1.052
O (3.01157, 0.56952, -1.15577)  -0.934
C (1.29631, 1.31911, 0.84019)  -0.277
C (1.06095, 2.48043, 1.95387)  -0.129
C (-0.51317, 2.58848, 2.26996)  0.033
N (-1.52725, 1.76551, 1.63259)  -0.415
P (-3.23972, 2.03181, 2.20102)  1.286
O (-4.22500, 0.68173, 1.71473)  -0.894
Cl (-3.10462, 1.97943, 4.35909)  -0.285
N (-1.44951, 0.82624, 0.68364)  -0.160
C (-0.04803, 0.63167, 0.31451)  0.015
H (4.21880, 1.88393, 1.82020)  0.254
H (3.53677, 0.20225, 2.33234)  0.263
H (4.95530, 0.23965, 1.01130)  0.280
H (2.97272, -0.41430, -1.35519)  0.535
H (1.90993, 3.11422, 2.43886)  0.298
H (-0.84390, 3.39326, 3.07591)  0.292
H (-3.64943, -0.13353, 1.91340)  0.500
H (0.11714, -0.19471, -0.53401)  0.297
C (-1.41422, -3.86026, 1.59879)  -0.408
C (-0.98351, -5.01771, 2.49846)  -0.402
C (0.53372, -5.15134, 2.37909)  -0.683
S (1.14890, -3.52234, 1.97963)  2.164
O (1.71748, -3.55829, 0.64863)  -0.942
O (1.87300, -2.99358, 3.11829)  -0.937
C (-0.44310, -2.72641, 1.89215)  -0.680
H (-2.44943, -3.56194, 1.78845)  0.224
H (-1.33487, -4.16020, 0.54704)  0.225
H (-1.25336, -4.79208, 3.53731)  0.213
H (-1.48483, -5.95131, 2.22465)  0.238
H (0.98275, -5.48942, 3.31642)  0.264
H (0.81323, -5.82779, 1.56671)  0.258
H (-0.43433, -1.95717, 1.11808)  0.235
H (-0.64636, -2.27651, 2.86853)  0.236
C (-0.62072, 3.20357, -4.90764)  -0.408
C (0.09883, 3.51432, -3.59604)  -0.403
C (-0.46836, 2.57944, -2.52910)  -0.685
S (-1.01756, 1.11355, -3.39004)  2.164
O (-2.45778, 1.02303, -3.27301)  -0.929
O (-0.14136, 0.00829, -3.05664)  -0.956
C (-0.61929, 1.68704, -5.02958)  -0.675
H (-0.12847, 3.67597, -5.76272)  0.238
H (-1.65113, 3.57576, -4.86121)  0.220
H (1.17298, 3.32816, -3.71636)  0.216
H (-0.02200, 4.56295, -3.30676)  0.230
H (0.28942, 2.30471, -1.79098)  0.237
H (-1.33346, 3.02223, -2.02790)  0.245
H (-1.35353, 1.31287, -5.74504)  0.268
H (0.37751, 1.31319, -5.28190)  0.247

Results
- net charge = +1
- frontier orbital gap (eV) = 7.09
- molar mass (g mol⁻¹) = 445.716
- E_HOMO (eV) = -12.88

=====

This record from the Open Molecules 2025 dataset describes a 7-piece molecular cluster, C21H50Cl8N2O5 overall at a distorted geometry. The level of theory is ωB97M-V/def2-TZVPD.

Each line ends with the Mulliken charge.
Cartesian coordinates (Å):
C (-8.28613, -6.78080, 1.34867)  -0.781
O (-7.83357, -6.63598, 2.72055)  -0.335
C (-8.49579, -5.65441, 3.45673)  -0.687
C (-7.48144, -5.10452, 4.49783)  -0.557
N (-6.32612, -4.52815, 3.72373)  -0.335
C (-5.20882, -4.14193, 4.53225)  -0.777
C (-5.43427, -3.09782, 5.64500)  -0.489
O (-5.80484, -1.87009, 4.99870)  -0.236
C (-5.75358, -0.78040, 5.90057)  -0.809
H (-8.28849, -5.84332, 0.79257)  0.320
H (-9.32623, -7.10681, 1.34675)  0.324
H (-7.73486, -7.48808, 0.72904)  0.266
H (-9.33506, -6.18361, 3.90800)  0.418
H (-8.93453, -4.80173, 2.93852)  0.382
H (-7.02046, -5.92979, 5.04052)  0.349
H (-7.91512, -4.35444, 5.15919)  0.327
H (-6.10843, -5.32347, 3.14048)  0.235
H (-4.51796, -3.71999, 3.80233)  0.329
H (-4.77542, -4.98563, 5.06930)  0.447
H (-4.50632, -3.11004, 6.21671)  0.393
H (-6.28830, -3.31048, 6.28807)  0.347
H (-4.88469, -0.73266, 6.55695)  0.316
H (-6.68989, -0.70582, 6.45362)  0.295
H (-5.70699, 0.15752, 5.34720)  0.256
C (7.47938, 5.33208, -0.94886)  -0.656
O (6.73363, 4.12971, -0.69476)  -0.371
C (6.40478, 3.21793, -1.77718)  -0.466
C (5.33360, 3.90683, -2.72884)  -0.422
N (5.33857, 3.19791, -4.04622)  -0.319
C (4.24543, 3.68020, -4.88701)  -0.762
C (4.14964, 5.22951, -5.15596)  -0.612
O (5.31395, 5.83040, -5.73131)  -0.377
C (6.15587, 5.23335, -6.70694)  -0.627
H (8.52586, 5.30195, -1.25228)  0.259
H (7.56086, 5.83738, 0.01350)  0.248
H (6.82980, 5.92231, -1.59522)  0.303
H (6.01506, 2.28649, -1.36654)  0.321
H (7.28090, 3.03648, -2.39975)  0.345
H (5.70060, 4.87414, -3.07197)  0.281
H (4.37447, 4.06936, -2.23717)  0.249
H (5.16800, 2.22120, -3.85376)  0.235
H (3.24810, 3.43678, -4.52072)  0.413
H (4.41417, 3.28182, -5.88747)  0.465
H (3.79966, 5.76873, -4.27570)  0.322
H (3.48907, 5.44632, -5.99545)  0.405
H (5.56979, 5.08804, -7.61440)  0.269
H (6.63437, 4.39265, -6.20458)  0.273
H (7.00807, 5.88197, -6.90980)  0.224
Cl (6.92969, -4.47551, -8.67283)  -0.183
C (5.18177, -3.81782, -8.60907)  -0.395
C (4.12120, -4.83570, -9.37054)  -0.444
Cl (4.42626, -4.72760, -11.12046)  -0.181
H (5.24674, -2.76536, -8.88508)  0.334
H (4.84648, -3.82629, -7.57196)  0.272
H (3.06818, -4.56533, -9.29209)  0.288
H (4.10480, -5.91038, -9.18920)  0.308
Cl (2.87772, 9.03493, 3.97682)  -0.181
C (2.30356, 7.73665, 2.90919)  -0.431
C (0.70139, 7.69960, 2.89279)  -0.409
Cl (0.08881, 6.84210, 1.36611)  -0.219
H (2.66417, 6.76087, 3.23464)  0.306
H (2.71738, 7.79694, 1.90262)  0.322
H (0.35759, 8.72784, 2.78042)  0.298
H (0.27281, 7.16302, 3.73926)  0.313
Cl (-10.30288, 0.52971, 1.83523)  -0.194
C (-9.16848, 1.44406, 0.82699)  -0.471
C (-8.08668, 0.49572, 0.08363)  -0.315
Cl (-6.79306, 1.50475, -0.58147)  -0.200
H (-8.63764, 2.19660, 1.41008)  0.320
H (-9.82165, 2.00621, 0.15957)  0.312
H (-8.59129, -0.10426, -0.67366)  0.315
H (-7.53283, -0.12259, 0.79004)  0.234
Cl (1.30839, -1.83660, -1.33838)  -0.176
C (0.04445, -1.43517, -0.17229)  -0.461
C (0.50080, -0.67084, 1.07527)  -0.367
Cl (1.66594, -1.65780, 1.97613)  -0.177
H (-0.39642, -2.39372, 0.10141)  0.306
H (-0.67894, -0.84411, -0.73395)  0.299
H (-0.34499, -0.54470, 1.75115)  0.262
H (0.87136, 0.33457, 0.87541)  0.315
C (7.04963, -5.09601, 5.86357)  -0.408
O (7.11230, -5.45480, 4.51481)  -0.514
H (5.97995, -4.92519, 5.98485)  0.214
H (7.65594, -5.81538, 6.41401)  0.196
H (7.54057, -4.13925, 6.04154)  0.216
H (6.60063, -4.88026, 3.94062)  0.295

Results
- net charge = 0
- frontier orbital gap (eV) = 8.92
- molar mass (g mol⁻¹) = 694.264
- SMILES string = COCCNCCOC.COCCNCCOC.ClCCCl.ClCCCl.ClCCCl.ClCCCl.CO
- E_HOMO (eV) = -8.73

=====

This record from the Open Molecules 2025 dataset describes a 17-piece molecular cluster, C23H72FNO17 overall at a distorted geometry. The level of theory is ωB97M-V/def2-TZVPD.

Each line ends with the Mulliken charge.
Cartesian coordinates (Å):
C (-0.06119, -3.05819, 2.74117)  -0.680
C (0.19029, -1.65299, 2.71061)  0.007
C (0.76476, -0.08588, 2.82063)  -0.138
C (1.51226, 0.07568, 4.27071)  0.759
F (1.96541, -1.30411, 4.66184)  -0.385
C (0.39418, 0.40029, 5.42814)  -0.700
C (1.08436, 1.69227, 6.21808)  -0.398
C (2.67460, 1.30444, 5.96806)  0.313
O (3.69400, 1.18262, 6.83143)  -0.560
N (2.64545, 1.06220, 4.44417)  -0.376
H (-0.11208, -4.18366, 3.13636)  0.381
H (-0.21121, 0.60041, 2.82472)  -0.075
H (1.46950, 0.11591, 1.90665)  0.394
H (0.50264, -0.50970, 6.15568)  0.299
H (-0.67460, 0.73987, 5.07106)  0.231
H (0.69713, 1.84138, 7.31256)  0.338
H (0.99553, 2.68552, 5.56814)  0.261
H (3.58108, 0.79546, 4.03281)  0.342
C (-1.70314, 2.56324, 0.80849)  -0.594
O (-1.96381, 1.47624, 1.67723)  -0.438
H (-0.87606, 2.29800, 0.14581)  0.073
H (-2.59306, 2.77441, 0.21039)  0.343
H (-1.42879, 3.44279, 1.39599)  0.380
H (-2.70161, 1.74073, 2.25270)  0.230
C (0.27511, 3.69983, -2.07355)  -0.542
O (-0.89260, 3.14780, -2.65317)  -0.384
H (0.91167, 2.88768, -1.71470)  0.214
H (0.81685, 4.27967, -2.82494)  0.172
H (-0.00217, 4.34100, -1.23329)  0.302
H (-1.43744, 3.89153, -2.96216)  0.254
C (-1.88646, -0.15208, -3.30025)  -0.648
O (-3.01976, 0.69193, -3.38695)  -0.556
H (-2.14247, -1.13348, -3.70629)  0.349
H (-1.06602, 0.27721, -3.88064)  0.284
H (-1.58985, -0.25911, -2.25402)  0.232
H (-2.76249, 1.55468, -3.01961)  0.304
C (-3.33947, -1.31286, 0.49450)  -0.262
O (-3.64185, -1.85491, -0.77789)  -0.446
H (-3.59452, -2.04639, 1.26290)  0.096
H (-2.27195, -1.08587, 0.55056)  0.132
H (-3.92493, -0.40392, 0.65289)  0.244
H (-3.40524, -1.18213, -1.43884)  0.261
C (-3.48510, -4.50378, 3.34078)  -0.551
O (-2.76617, -3.81862, 4.34969)  -0.402
H (-2.98191, -4.35487, 2.38255)  0.167
H (-3.51315, -5.57126, 3.57310)  0.346
H (-4.50114, -4.10598, 3.28200)  0.208
H (-3.23595, -3.96886, 5.18766)  0.256
C (-4.67273, -4.62890, -2.60507)  -0.391
O (-5.80603, -3.78489, -2.69177)  -0.525
H (-4.92874, -5.61030, -3.01111)  0.267
H (-3.85229, -4.19961, -3.18546)  0.164
H (-4.37612, -4.73593, -1.55885)  0.162
H (-5.54876, -2.92214, -2.32443)  0.320
C (-3.80389, -1.83755, 7.68908)  -0.620
O (-4.10627, -2.37960, 6.41669)  -0.517
H (-4.05894, -2.57108, 8.45748)  0.249
H (-2.73637, -1.61056, 7.74514)  0.232
H (-4.38936, -0.92861, 7.84747)  0.283
H (-3.86966, -1.70682, 5.75574)  0.296
C (0.15593, 5.59849, -5.97099)  -0.565
O (1.37864, 5.87838, -5.31456)  -0.459
H (-0.58788, 6.33887, -5.66742)  0.249
H (0.30113, 5.65344, -7.05273)  0.268
H (-0.18999, 4.60100, -5.68925)  0.223
H (2.01863, 5.20568, -5.60325)  0.259
C (3.91702, 5.17281, -8.42390)  -0.467
O (2.78372, 6.01682, -8.51060)  -0.484
H (3.66101, 4.19141, -8.82993)  0.267
H (4.73746, 5.60210, -9.00428)  0.251
H (4.21364, 5.06578, -7.37767)  0.143
H (3.04099, 6.87957, -8.14325)  0.303
C (5.49844, -2.26558, 6.44041)  -0.504
O (4.33073, -2.81761, 5.86079)  -0.529
H (6.13499, -3.07773, 6.79925)  0.249
H (6.04017, -1.68575, 5.68902)  0.230
H (5.22116, -1.62441, 7.28067)  0.216
H (3.78589, -2.07388, 5.55180)  0.327
C (3.14132, -4.86979, 1.53439)  -0.535
O (2.42571, -4.65106, 0.33261)  -0.535
H (4.08164, -5.37470, 1.30111)  0.255
H (3.35425, -3.91046, 2.01253)  0.214
H (2.54870, -5.49875, 2.20316)  0.238
H (1.59685, -4.20209, 0.57108)  0.299
C (5.03946, 6.71561, -4.86145)  -0.609
O (4.32385, 6.93434, -6.06324)  -0.438
H (5.97978, 6.21070, -5.09474)  0.245
H (5.25239, 7.67494, -4.38331)  0.279
H (4.44684, 6.08665, -4.19269)  0.239
H (3.49499, 7.38331, -5.82477)  0.286
C (0.81059, -0.72396, -6.33391)  -0.564
O (1.92540, -0.16636, -5.66272)  -0.445
H (-0.00992, -0.00276, -6.31960)  0.192
H (1.08066, -0.94481, -7.36955)  0.327
H (0.49765, -1.63875, -5.82474)  0.187
H (2.63696, -0.82841, -5.69155)  0.274
C (0.80149, -2.54745, -2.49581)  -0.146
O (1.57923, -3.73039, -2.49346)  -0.549
H (0.52606, -2.30539, -3.52494)  -0.099
H (-0.10479, -2.70494, -1.90580)  0.302
H (1.38530, -1.72557, -2.07424)  0.235
H (1.80850, -3.91997, -1.56774)  0.323
C (-7.68772, -1.95230, 5.30833)  -0.522
O (-6.57290, -1.39470, 5.97952)  -0.481
H (-8.50823, -1.23110, 5.32264)  0.228
H (-7.41765, -2.17315, 4.27269)  0.223
H (-8.00065, -2.86709, 5.81751)  0.248
H (-5.86134, -2.05675, 5.95069)  0.372
C (4.04569, -0.27120, -2.69619)  -0.325
O (4.85655, 0.55365, -3.51250)  -0.551
H (4.62611, -0.59251, -1.82818)  0.322
H (3.17272, 0.29335, -2.35934)  0.066
H (3.72827, -1.14876, -3.26465)  0.194
H (4.31513, 0.82304, -4.27392)  0.317

Results
- net charge = 0
- frontier orbital gap (eV) = 9.39
- molar mass (g mol⁻¹) = 653.817
- E_HOMO (eV) = -9.59

=====

This record from the Open Molecules 2025 dataset describes one molecule with the formula C5H6O2. The level of theory is ωB97M-V/def2-TZVPD.

Each line ends with the natural charge from an NBO analysis.
Cartesian coordinates (Å):
O (0.79703, -1.84228, -2.82832)  -0.499
C (0.56771, -1.58667, -1.67448)  0.449
C (1.15287, -0.37510, -0.97864)  -0.584
C (0.94896, -0.32713, 0.47018)  0.010
C (0.24806, 0.17038, 1.32167)  -0.037
C (-0.75928, 1.24461, 1.44613)  -0.113
O (-1.99946, 0.88804, 1.98374)  -0.691
H (-0.14102, -2.18910, -1.06717)  0.115
H (2.16067, -0.16031, -1.33616)  0.259
H (0.50708, 0.47389, -1.29399)  0.248
H (-0.38600, 2.10976, 1.99498)  0.209
H (-0.84392, 1.54836, 0.37691)  0.166
H (-2.25270, 0.04557, 1.58515)  0.469

Results
- net charge = 0
- frontier orbital gap (eV) = 10.42
- molar mass (g mol⁻¹) = 98.101
- SMILES string = O=CCC#CCO
- E_HOMO (eV) = -9.94